## w
ORCA calculation (the ωB97M-V functional and the def2-TZVPD basis) on 2 unconnected molecules or ions with the total composition C5H13N3O2.

The geometry in ORCA input format:
```
! RIJCOSX wB97M-V def2-TZVPD def2/J DEFGRID3
* xyz 2 1
C 2.3579 1.2291 -0.6709
C 1.5372 0.4722 0.0412
C -1.5229 -0.0762 -0.5450
C -3.4563 0.9434 -1.4966
C 1.1073 -0.8376 2.0626
N -1.4603 -1.3539 -0.5595
N -2.0807 0.9633 -0.9663
N 1.9739 -0.7020 0.8969
O 3.5827 1.6557 -0.3283
O 0.2199 -1.8837 1.7483
H 1.9696 1.8611 -1.4363
H -3.3127 1.2739 -2.4930
H -4.0419 1.7140 -0.9310
H -3.9094 0.0408 -1.3407
H 1.7359 -1.0095 2.8768
H 0.5928 0.0641 2.2352
H -0.8680 -1.9608 0.1160
H -1.7665 -1.7368 -1.4281
H -1.5832 1.8004 -0.6286
H 1.8177 -1.6046 0.3109
H 2.9283 -0.6171 1.0927
H 3.9842 2.3437 -0.8977
H 0.1946 -2.5795 2.3412
*
```

Computed properties:
- E_HOMO (alpha / beta) (eV) = -16.604 / -17.551
- Kohn-Sham gap (alpha / beta) (hartree) = 0.271 / 0.344
- LUMO energy (alpha / beta) (eV) = -9.24 / -8.20

## x
ORCA calculation (the ωB97M-V functional and the def2-TZVPD basis) on 2 unconnected molecules or ions with the total composition C5H13N3O2.

The geometry in ORCA input format:
```
! RIJCOSX wB97M-V def2-TZVPD def2/J DEFGRID3
* xyz 2 1
C 1.6353 1.6657 0.6127
C 0.7148 1.0133 -0.0549
C -0.3929 -0.5882 0.8380
C -2.3963 -1.3054 2.0034
C 0.9315 0.2178 -2.3426
N 0.0251 -1.8350 0.6288
N -1.4690 -0.2705 1.5979
N 0.3137 1.1607 -1.3856
O 2.1972 2.7025 -0.0676
O 0.3273 -1.0005 -2.0260
H 1.8376 1.4642 1.6507
H -2.0187 -2.0549 2.7850
H -2.6819 -1.9350 1.0447
H -3.2098 -0.6974 2.6099
H 0.6300 0.5286 -3.3302
H 2.0043 0.2339 -2.2170
H 0.9294 -2.0713 0.2421
H -0.2751 -2.6836 1.1750
H -1.7287 0.7221 1.6271
H -0.6916 0.9847 -1.4879
H 0.4149 2.0779 -1.6791
H 2.7116 3.2531 0.5569
H 0.1915 -1.5826 -2.7812
*
```

Computed properties:
- E_HOMO (eV) = -18.119
- Kohn-Sham gap (hartree) = 0.371
- LUMO energy (eV) = -8.02

x has the most favorable energy; the next structure is 2.687 eV above.

## w
ORCA calculation (the ωB97M-V functional and the def2-TZVPD basis) on a single C4H8B2 molecule.

The geometry in ORCA input format:
```
! RIJCOSX wB97M-V def2-TZVPD def2/J DEFGRID3
* xyz 0 1
B -1.0603 -1.4702 0.0946
C -1.1821 0.0778 0.1127
C -2.3581 0.6859 -0.0999
B 0.1812 0.9459 0.0334
C 1.7366 0.6120 0.2115
C 2.5056 -0.4194 -0.1060
H -0.2824 -1.9554 -0.6342
H -1.7276 -2.1710 0.7519
H -2.4544 1.7565 -0.2101
H -3.2752 0.1222 -0.2047
H -0.0084 2.0891 -0.1890
H 2.2270 1.4282 0.7435
H 2.1426 -1.2717 -0.6523
H 3.5554 -0.4298 0.1486
*
```

Computed properties:
- E_HOMO (eV) = -9.991
- Kohn-Sham gap (hartree) = 0.360
- LUMO energy (eV) = -0.20
- structure (SMILES) = BC(=C)BC=C

## x
ORCA calculation (the ωB97M-V functional and the def2-TZVPD basis) on a single C4H8B2 molecule.

The geometry in ORCA input format:
```
! RIJCOSX wB97M-V def2-TZVPD def2/J DEFGRID3
* xyz 0 1
B 0.7422 1.5594 0.1603
C 0.8104 0.0202 0.1854
B 1.6704 -0.8550 -0.7470
C -0.1678 -0.6484 1.1560
C -0.8527 -0.1445 -0.0321
C -2.0742 -0.0325 -0.5972
H 1.1492 2.1537 -0.7664
H 0.2749 2.1537 1.0590
H 1.7862 -2.0073 -0.5552
H 2.2698 -0.3534 -1.6169
H -0.3750 -0.1400 2.0915
H -0.0833 -1.7217 1.2797
H -2.9180 -0.4591 -0.0855
H -2.2322 0.4748 -1.5317
*
```

Computed properties:
- E_HOMO (eV) = -10.229
- Kohn-Sham gap (hartree) = 0.381
- LUMO energy (eV) = 0.15
- structure (SMILES) = BC1(B)CC1=C

w has the most favorable energy; the next structure is 0.883 eV above.

## w
ORCA calculation (the ωB97M-V functional and the def2-TZVPD basis) on 2 unconnected molecules or ions with the total composition C8H13N2O.

The geometry in ORCA input format:
```
! RIJCOSX wB97M-V def2-TZVPD def2/J DEFGRID3
* xyz 1 1
C -0.0698 2.3436 1.2699
C 0.2536 1.7914 0.1075
C 0.0371 0.3401 -0.1764
C 0.0356 -0.0255 -1.4978
C -0.0446 -0.4692 0.9464
C 0.2469 -1.4377 -1.9011
C -0.1489 0.9957 -2.6033
C 0.0565 -1.4488 3.3039
N 2.9810 -0.5074 0.5263
N -0.0902 -0.9767 2.0026
O 3.8615 -1.3455 0.1838
H 0.0440 3.4288 1.3585
H -0.5876 1.9520 2.2456
H 0.7476 2.4366 -0.5993
H 0.6014 -2.2008 -1.0516
H 0.9712 -1.4371 -2.6948
H -0.6857 -1.9147 -2.4053
H -0.4539 1.9013 -2.2872
H -0.8773 0.6581 -3.3600
H 0.8013 1.1246 -3.2689
H 0.4068 -0.6203 3.8705
H -0.9332 -1.8123 3.6085
H 0.7683 -2.2254 3.3136
H 3.7264 -2.1653 0.8617
*
```

Computed properties:
- E_HOMO (alpha / beta) (eV) = -12.302 / -12.297
- Kohn-Sham gap (alpha / beta) (hartree) = 0.298 / 0.298
- LUMO energy (alpha / beta) (eV) = -4.20 / -4.17

## x
ORCA calculation (the ωB97M-V functional and the def2-TZVPD basis) on a gas-phase ion, C8H13N2O (charge +1).

The geometry in ORCA input format:
```
! RIJCOSX wB97M-V def2-TZVPD def2/J DEFGRID3
* xyz 1 1
C -0.6678 -0.9570 -1.4084
C -0.2661 -0.8052 0.0821
C -0.6684 -1.8986 1.0505
C 1.3992 -0.4807 0.1115
N 2.4661 -1.1797 -0.0249
O 3.4637 -0.2686 -0.1295
C 2.9928 0.9435 0.0537
C 1.6298 0.8941 0.1366
C 0.3670 1.7268 0.0585
C -0.6671 0.6433 0.4390
N -2.1297 0.9369 0.0913
H -1.6052 -1.5557 -1.6820
H 0.0523 -1.5430 -1.8231
H -0.5621 -0.0732 -2.0348
H -1.6679 -1.9432 1.0509
H -0.1583 -1.5134 2.0370
H -0.0978 -2.8304 0.6448
H 3.6802 1.7061 0.1105
H 0.5285 2.6189 0.8284
H 0.1792 2.0292 -1.0328
H -0.7799 0.5752 1.4570
H -2.2912 1.7693 -0.4627
H -2.7781 1.0553 0.8897
H -2.4191 0.1502 -0.4433
*
```

Computed properties:
- E_HOMO (eV) = -13.107
- Kohn-Sham gap (hartree) = 0.347
- LUMO energy (eV) = -3.65
- structure (SMILES) = CC1(C)c2nocc2C[C@H]1[NH3+]

x has the most favorable energy; the next structure is 3.509 eV above.